This record from the Open Molecules 2025 dataset describes the molecule CH2NOP in a non-equilibrium geometry. The level of theory is ωB97M-V with the def2-TZVPD basis set.

Structure (ORCA input):
```
! RIJCOSX wB97M-V def2-TZVPD def2/J DEFGRID3
* xyz 0 1
O -4.027 0.007 -0.182
C -2.899 0.049 0.015
N -1.722 -0.062 0.420
P -0.378 0.818 -0.080
H 0.279 -0.155 0.577
H 0.132 0.265 -1.232
*
```

Output
* largest force on an atom: 4.57 eV Å⁻¹
* SMILES string: O=C=NP
* HOMO-LUMO gap: 0.3680 Eh
* LUMO: 0.49 eV
* HOMO energy: -9.52 eV

***

This record from the Open Molecules 2025 dataset describes the ion C3H8FN3 with charge +2 in a non-equilibrium geometry. The level of theory is ωB97M-V with the def2-TZVPD basis set.

Structure (ORCA input):
```
! RIJCOSX wB97M-V def2-TZVPD def2/J DEFGRID3
* xyz 2 1
C 0.315 0.989 0.985
N -0.001 -0.035 0.046
C 0.851 -1.048 -0.271
N 2.124 -1.013 -0.142
C -1.231 -0.138 -0.634
N -2.245 0.640 -0.496
F -1.307 -1.118 -1.421
H -0.493 1.011 1.774
H 0.578 1.860 0.513
H 1.247 0.817 1.524
H 0.406 -2.024 -0.697
H 2.701 -1.892 -0.365
H 2.633 -0.052 0.127
H -2.437 1.511 0.038
H -3.139 0.494 -0.982
*
```

Output
* largest force on an atom: 3.29 eV Å⁻¹
* SMILES string: C/[N+](=C\N)C(=[NH2+])F
* HOMO-LUMO gap: 0.4121 Eh
* LUMO: -9.57 eV
* HOMO energy: -20.79 eV

***

This record from the Open Molecules 2025 dataset describes a structure of composition C46H58BeN7O4 in a non-equilibrium geometry. The level of theory is ωB97M-V with the def2-TZVPD basis set.

Structure (ORCA input):
```
! RIJCOSX wB97M-V def2-TZVPD def2/J DEFGRID3
* xyz 1 1
Be -4.765 3.190 0.307
C 2.969 0.090 0.692
C 1.571 0.013 0.038
O 0.530 0.540 0.815
H 3.774 0.047 -0.042
H 3.059 -0.589 1.539
H 3.128 1.001 1.269
H 1.499 -1.040 -0.235
H 1.726 0.507 -0.921
N -5.852 0.278 -4.833
C -4.924 -0.302 -5.668
C -5.225 -1.026 -6.813
C -6.538 -1.395 -7.052
C -7.508 -0.876 -6.156
C -7.154 -0.021 -5.120
H -3.890 -0.091 -5.439
H -4.495 -1.325 -7.551
H -6.836 -2.063 -7.846
H -8.551 -1.112 -6.303
H -7.917 0.587 -4.656
N 0.336 -7.160 -4.652
C -0.971 -6.837 -4.736
C -1.816 -7.492 -5.494
C -1.363 -8.591 -6.235
C -0.029 -8.974 -6.103
C 0.777 -8.216 -5.273
H -1.273 -5.980 -4.151
H -2.834 -7.138 -5.426
H -1.922 -9.151 -6.970
H 0.316 -9.801 -6.707
H 1.841 -8.394 -5.311
N -7.838 -1.703 1.573
C -7.204 -2.797 2.132
C -7.962 -3.858 2.782
C -9.329 -3.805 2.777
C -10.023 -2.697 2.214
C -9.181 -1.709 1.646
H -6.140 -2.863 1.957
H -7.455 -4.766 3.075
H -9.786 -4.676 3.222
H -11.103 -2.724 2.199
H -9.738 -0.883 1.230
N -1.422 8.298 2.936
C -1.791 9.558 2.809
C -1.105 10.629 3.440
C -0.032 10.266 4.341
C 0.354 8.928 4.424
C -0.301 8.034 3.629
H -2.623 9.694 2.133
H -1.356 11.668 3.289
H 0.513 11.013 4.899
H 1.159 8.626 5.078
H 0.129 7.051 3.500
N 11.814 -0.781 -2.220
C 10.836 -0.618 -1.249
C 10.846 0.565 -0.406
C 11.890 1.451 -0.531
C 12.864 1.317 -1.478
C 12.652 0.242 -2.358
H 10.088 -1.386 -1.116
H 10.106 0.488 0.376
H 11.888 2.290 0.149
H 13.588 2.101 -1.642
H 13.430 0.098 -3.093
N -2.323 6.624 -3.740
C -1.013 7.119 -3.671
C -0.583 8.173 -4.480
C -1.462 8.670 -5.415
C -2.659 8.064 -5.655
C -3.157 7.068 -4.761
H -0.409 6.416 -3.117
H 0.450 8.442 -4.315
H -1.151 9.487 -6.049
H -3.281 8.378 -6.480
H -4.171 6.739 -4.936
N -5.920 4.049 6.384
C -6.900 4.819 6.896
C -7.127 5.022 8.289
C -6.176 4.579 9.127
C -5.014 3.940 8.619
C -4.943 3.631 7.312
H -7.627 5.128 6.160
H -7.908 5.599 8.763
H -6.207 4.683 10.202
H -4.340 3.620 9.399
H -4.233 2.947 6.870
C 6.074 0.909 -6.133
C 5.326 -0.250 -6.808
O 4.895 -0.202 -7.934
C 5.234 -1.487 -6.066
H 6.644 0.520 -5.289
H 5.379 1.686 -5.813
H 6.744 1.344 -6.874
H 6.163 -1.508 -5.496
H 5.054 -2.357 -6.698
H 4.355 -1.379 -5.431
C -0.234 -5.437 8.410
C 0.653 -4.247 8.034
O 1.453 -3.805 8.862
C 0.499 -3.620 6.667
H -1.129 -5.376 7.791
H -0.491 -5.468 9.468
H 0.279 -6.325 8.038
H -0.476 -3.828 6.228
H 1.170 -4.150 5.991
H 0.776 -2.566 6.644
C 7.385 -7.330 2.996
C 5.856 -7.481 2.820
O 5.135 -7.960 3.666
C 5.314 -6.699 1.623
H 7.504 -7.775 3.984
H 7.724 -6.295 2.948
H 7.881 -7.972 2.268
H 5.495 -7.398 0.807
H 5.833 -5.754 1.465
H 4.231 -6.717 1.743
*
```

Output
* largest force on an atom: 4.14 eV Å⁻¹
* HOMO-LUMO gap: 0.0561 Eh
* LUMO: -9.28 eV
* HOMO energy: -10.81 eV

***

This record from the Open Molecules 2025 dataset describes a cluster of 19 separate species, C30H98O19 in total in a non-equilibrium geometry. The level of theory is ωB97M-V with the def2-TZVPD basis set.

Structure (ORCA input):
```
! RIJCOSX wB97M-V def2-TZVPD def2/J DEFGRID3
* xyz 0 1
O 4.750 2.814 1.076
H 5.426 3.444 1.271
H 3.952 3.270 0.768
O 3.859 0.274 1.105
H 4.245 1.161 1.064
H 4.510 -0.227 1.649
O -1.945 5.053 -2.345
H -1.285 5.704 -2.612
H -1.606 4.177 -2.617
O 2.160 0.468 -4.021
H 1.852 -0.434 -4.166
H 2.248 0.609 -3.054
O -0.722 2.254 -2.913
H -0.960 1.327 -2.731
H 0.140 2.197 -3.359
O -2.251 0.496 4.810
H -2.131 1.028 3.996
H -2.666 -0.310 4.435
O -1.540 -0.303 -2.099
H -1.034 -1.059 -2.430
H -1.162 -0.064 -1.238
O 2.059 1.299 -1.152
H 2.254 2.230 -0.921
H 2.659 0.784 -0.555
O -0.447 0.718 0.183
H 0.143 0.191 0.747
H 0.158 1.135 -0.451
C 4.946 5.179 -2.377
C 3.524 5.320 -2.866
C 2.999 4.056 -3.552
O 2.598 5.625 -1.824
H 5.704 5.443 -3.125
H 5.133 4.199 -1.955
H 5.087 5.945 -1.595
H 3.516 6.148 -3.596
H 3.558 3.960 -4.470
H 1.937 4.112 -3.870
H 3.134 3.133 -2.974
H 2.920 6.382 -1.305
C 1.517 4.371 2.387
C 1.169 3.622 1.135
C -0.159 3.947 0.519
O 2.254 3.737 0.145
H 0.776 4.114 3.130
H 1.598 5.443 2.180
H 2.491 4.053 2.824
H 1.134 2.549 1.299
H -0.358 3.314 -0.347
H -0.236 5.016 0.319
H -0.934 3.774 1.260
H 2.139 4.494 -0.436
C 0.716 0.775 3.761
C 0.903 -0.658 3.255
C -0.267 -1.559 3.473
O 1.214 -0.662 1.827
H 1.622 1.358 3.584
H 0.545 0.863 4.831
H -0.109 1.267 3.222
H 1.763 -1.013 3.812
H -0.601 -1.506 4.493
H -0.065 -2.584 3.142
H -1.069 -1.148 2.857
H 2.165 -0.562 1.691
C 4.369 -2.565 -4.040
C 5.130 -1.767 -3.024
C 4.817 -2.249 -1.642
O 6.547 -1.831 -3.232
H 4.498 -2.201 -5.067
H 3.292 -2.461 -3.875
H 4.643 -3.644 -3.990
H 4.834 -0.696 -3.162
H 3.749 -2.156 -1.359
H 5.384 -1.682 -0.911
H 5.129 -3.301 -1.559
H 6.952 -1.571 -2.380
C -4.611 1.725 2.168
C -3.539 2.079 1.209
C -3.678 3.501 0.752
O -2.293 1.804 1.997
H -4.541 2.331 3.111
H -4.538 0.691 2.526
H -5.629 1.859 1.796
H -3.588 1.294 0.437
H -4.596 3.493 0.166
H -2.870 3.790 0.101
H -3.856 4.119 1.652
H -1.637 1.657 1.310
C -4.494 -3.758 4.850
C -4.824 -2.420 4.236
C -5.534 -1.486 5.228
O -3.542 -1.889 3.838
H -5.333 -4.165 5.428
H -3.580 -3.677 5.464
H -4.278 -4.487 4.094
H -5.461 -2.593 3.381
H -6.542 -1.888 5.467
H -5.796 -0.525 4.786
H -4.967 -1.335 6.159
H -3.246 -2.372 3.055
C 0.393 -2.737 -0.638
C 0.389 -3.477 -1.927
C -0.112 -4.895 -1.779
O -0.456 -2.787 -2.894
H 1.036 -3.167 0.125
H -0.628 -2.659 -0.242
H 0.757 -1.729 -0.818
H 1.406 -3.486 -2.339
H 0.439 -5.401 -1.000
H -0.025 -5.457 -2.739
H -1.195 -4.831 -1.501
H -1.071 -3.426 -3.255
C -5.287 -3.309 -0.147
C -3.843 -2.906 0.147
C -3.717 -1.363 0.203
O -3.374 -3.414 1.374
H -5.663 -2.908 -1.082
H -5.896 -3.012 0.703
H -5.345 -4.400 -0.128
H -3.237 -3.285 -0.719
H -4.456 -1.024 0.934
H -3.927 -0.917 -0.759
H -2.691 -1.042 0.473
H -3.521 -4.349 1.479
C -5.115 -0.060 -6.070
C -4.548 0.146 -4.623
C -5.609 -0.284 -3.651
O -3.412 -0.678 -4.328
H -6.026 0.565 -6.118
H -5.281 -1.115 -6.332
H -4.396 0.323 -6.803
H -4.449 1.216 -4.552
H -5.866 -1.327 -3.866
H -6.510 0.299 -3.772
H -5.294 -0.262 -2.609
H -2.801 -0.247 -3.721
C 4.292 -3.166 2.045
C 5.539 -2.675 2.738
C 6.742 -3.447 2.288
O 5.744 -1.255 2.479
H 4.094 -4.212 2.247
H 4.357 -2.978 0.982
H 3.412 -2.624 2.424
H 5.363 -2.771 3.843
H 6.579 -4.519 2.408
H 7.607 -3.179 2.867
H 6.937 -3.185 1.247
H 6.366 -0.947 3.147
*
```

Output
* largest force on an atom: 2.43 eV Å⁻¹
* HOMO-LUMO gap: 0.3569 Eh
* LUMO: 0.15 eV
* HOMO energy: -9.56 eV